[1]
DFT (the ωB97M-V functional and the def2-TZVPD basis) results for a structure of composition C23H23AsN4O4S2Ti.

Geometry as XYZ:
```
58
Properties=species:S:1:pos:R:3:forces:R:3
Ti -2.218 -3.012 0.299 0.24 -0.22 0.14
C 7.463 6.665 -0.396 0.03 0.00 0.00
O 6.060 6.814 -0.199 0.00 0.05 0.01
C 5.290 5.724 -0.199 -0.05 -0.05 -0.02
C 5.763 4.421 -0.375 0.02 0.01 0.00
C 4.869 3.366 -0.360 0.00 0.00 0.00
C 3.506 3.577 -0.173 0.02 0.04 -0.01
C 3.043 4.889 0.005 0.03 0.00 0.00
C 3.918 5.945 -0.008 0.03 -0.01 0.00
C 2.545 2.492 -0.155 -0.03 -0.04 0.01
N 1.258 2.618 0.126 -0.02 0.03 0.05
C 0.743 1.371 0.030 0.09 -0.06 -0.09
C 1.716 0.446 -0.327 -0.11 0.00 0.07
N 2.864 1.183 -0.433 0.03 0.07 -0.03
C 1.432 -0.930 -0.516 -0.05 0.01 -0.08
C 2.348 -1.931 -0.903 0.00 -0.05 0.01
C 1.927 -3.226 -1.062 0.01 0.01 -0.01
C 0.589 -3.548 -0.833 -0.05 -0.02 -0.01
N -0.298 -2.621 -0.478 -0.25 -0.11 0.08
C 0.097 -1.329 -0.318 0.02 0.23 0.07
C -0.911 -0.390 0.088 0.05 0.00 -0.12
N -2.171 -0.877 0.303 0.08 -0.09 0.02
C -3.130 -0.026 0.671 -0.02 0.01 0.01
C -2.905 1.338 0.836 0.03 -0.01 0.00
C -1.640 1.838 0.628 -0.04 -0.02 0.01
C -0.607 0.966 0.249 0.02 -0.03 0.03
H 7.874 7.669 -0.364 0.00 0.00 0.00
H 7.674 6.217 -1.369 -0.01 0.00 0.00
H 7.907 6.064 0.399 0.00 0.00 0.00
H 6.814 4.224 -0.519 0.00 0.01 0.00
H 5.276 2.369 -0.486 -0.02 -0.01 0.00
H 1.987 5.063 0.152 -0.01 -0.01 0.00
H 3.576 6.961 0.126 0.00 0.00 0.00
H 3.779 0.860 -0.696 -0.01 -0.01 0.00
H 3.387 -1.680 -1.072 0.00 0.00 0.00
H 2.611 -4.009 -1.355 0.01 0.00 0.00
H 0.227 -4.563 -0.926 0.01 0.00 0.01
H -4.112 -0.444 0.849 0.01 0.00 0.00
H -3.724 1.978 1.131 0.00 0.01 0.00
H -1.415 2.890 0.753 0.00 0.01 0.00
C -5.687 -2.111 -1.392 -0.02 0.00 0.01
As -4.857 -3.254 -0.069 0.11 0.04 -0.05
C -5.825 -2.987 1.585 -0.01 -0.02 -0.01
C -5.295 -5.053 -0.612 -0.03 0.02 -0.01
H -6.756 -2.324 -1.413 0.01 -0.01 0.02
H -5.264 -2.324 -2.372 0.01 0.00 0.01
H -5.537 -1.060 -1.155 0.01 -0.01 0.01
H -6.892 -2.980 1.367 0.01 -0.01 0.00
H -5.542 -2.053 2.065 0.00 0.01 -0.02
H -5.590 -3.818 2.249 0.01 0.01 0.00
H -6.380 -5.154 -0.620 0.01 0.01 0.00
H -4.861 -5.755 0.096 0.00 0.01 0.01
H -4.905 -5.241 -1.611 0.02 0.00 0.01
O -0.742 -5.903 2.059 0.02 -0.01 0.04
S -1.994 -5.300 1.808 -0.09 0.13 -0.50
O -2.054 -4.851 0.265 0.00 0.04 0.27
O -3.243 -5.885 2.137 0.02 -0.05 0.05
S -1.987 -3.310 2.492 -0.13 0.11 0.03
```
Positions in Å, forces in eV/Å.

Summary:
LUMO energy, eV: -8.116
Molecular weight, g/mol: 606.4
Charge: +2
HOMO energy, eV: -12.29

***

[2]
DFT (the ωB97M-V functional and the def2-TZVPD basis) results for a cluster of 2 separate species, C4H10O2 in total at a distorted geometry.

Geometry as XYZ:
```
16
Properties=species:S:1:pos:R:3:forces:R:3
C -1.694 -1.621 -1.010 -0.31 0.40 0.77
C -0.625 -0.778 -0.358 -0.40 -0.61 0.97
C -0.645 0.544 -0.256 -0.40 -0.10 -1.46
O -1.743 1.188 -0.853 0.19 0.18 0.50
C 0.448 1.514 0.036 -0.20 0.17 0.31
H -1.294 -1.980 -1.959 -0.41 -0.08 -0.11
H -2.632 -1.065 -1.107 0.34 0.02 -0.52
H -1.967 -2.470 -0.374 0.37 -0.10 -0.16
H 0.084 -1.358 0.219 0.68 0.31 -0.37
H -1.936 1.972 -0.318 0.04 -0.11 -0.29
H 1.403 1.116 0.364 -0.13 -0.32 0.05
H 0.096 2.223 0.774 0.06 0.31 0.42
H 0.594 2.096 -0.875 0.16 -0.06 -0.10
H 3.666 -1.578 1.698 -0.29 -0.08 0.62
H 3.583 -0.177 1.331 -0.22 0.47 0.33
O 3.327 -0.746 2.069 0.52 -0.38 -0.96
```
Positions in Å, forces in eV/Å.

Summary:
LUMO energy, eV: 0.689
Molecular weight, g/mol: 90.1
SMILES string: C/C=C(/C)O.O
Charge: 0
Relative energy (zero: lowest compared OMol25 entry of this formula, charge and spin), kJ/mol: 132.9
HOMO energy, eV: -8.58

***

[3]
DFT (the ωB97M-V functional and the def2-TZVPD basis) results for an isolated molecule of C4H5ClO at a distorted geometry.

Geometry as XYZ:
```
11
Properties=species:S:1:pos:R:3:forces:R:3
C 0.653 0.246 1.331 -0.32 -0.15 0.50
C 0.307 0.948 0.079 -0.22 0.97 -0.38
C -0.367 0.243 -1.051 -0.34 -0.51 -0.49
C -0.806 -1.016 -1.176 0.86 0.68 0.39
H -0.287 -0.113 1.756 0.13 -0.20 0.12
H 1.274 -0.607 1.110 0.25 -0.36 0.15
H 1.121 0.922 2.044 0.07 0.02 -0.21
H -0.551 0.880 -1.924 0.03 -0.10 0.44
H -1.281 -1.341 -2.079 -0.25 -0.15 -0.24
O 0.491 2.145 -0.036 0.03 -0.22 -0.21
Cl -0.554 -2.307 -0.054 -0.22 0.02 -0.08
```
Positions in Å, forces in eV/Å.

Summary:
LUMO energy, eV: 0.180
Molecular weight, g/mol: 104.5
SMILES string: CC(=O)/C=C\Cl
Charge: 0
Relative energy (zero: lowest compared OMol25 entry of this formula, charge and spin), kJ/mol: 0.0
HOMO energy, eV: -10.01